No. 1
165
Properties=species:S:1:pos:R:3:forces:R:3 method="wB97M-V/def2-TZVPD" orbital_gap_ev=9.1 total_charge=+1 e_tot_ev=-171000.5660 e_homo_ev=-11.5 lumo_energy_ha=-0.086
C 4.186617 0.779984 -3.932956 -1.177 1.620 1.332
C 3.846291 -0.274229 -4.920093 2.240 -0.541 -1.356
C 2.715178 0.099431 -5.859406 -0.114 0.974 0.147
C 1.568077 0.671768 -5.014551 -0.037 0.008 0.634
N 0.250945 0.794774 -5.755772 0.181 1.587 0.493
C 0.341455 1.769417 -6.945454 0.071 -0.830 -0.483
C -0.767325 1.282575 -7.929882 0.218 0.960 0.757
C -0.608533 -0.226550 -7.786006 0.175 -1.119 -0.102
C -0.143940 -0.483902 -6.302080 -1.245 -1.745 -1.149
C -0.852696 1.292797 -4.854167 0.246 0.523 -0.331
H 3.466250 0.805610 -3.063108 0.783 -0.001 -0.842
H 4.187720 1.797620 -4.362543 0.021 -0.420 0.048
H 5.158592 0.620993 -3.523769 0.678 -0.178 0.440
H 3.736203 -1.201380 -4.365429 -0.572 -0.366 -0.211
H 4.806537 -0.425789 -5.528447 -1.413 0.003 0.452
H 2.478635 -0.727196 -6.545071 -0.150 0.334 0.332
H 3.025322 0.970687 -6.449233 0.440 -0.447 -0.250
H 1.827846 1.662567 -4.593867 -0.191 -0.334 -0.623
H 1.445602 0.044732 -4.119457 -0.636 -0.140 -0.405
H 0.379723 2.803139 -6.612758 -0.360 -0.030 0.264
H 1.304552 1.548341 -7.422032 -0.248 0.059 0.073
H -1.800620 1.661421 -7.703118 1.009 -0.409 0.069
H -0.506548 1.691274 -8.913174 -0.140 -0.378 0.092
H -1.475614 -0.820113 -8.130198 0.152 0.402 0.652
H 0.192268 -0.619259 -8.431148 -0.023 0.484 0.085
H -0.886301 -0.916293 -5.637949 -0.414 0.157 -0.146
H 0.657029 -1.208780 -6.221967 0.196 0.167 -0.345
H -0.857074 0.721906 -3.935381 -0.191 -0.382 -0.051
H -1.805868 1.285946 -5.397392 0.301 -0.437 0.213
H -0.645303 2.323181 -4.644012 0.277 0.577 0.317
C -4.394416 -1.123294 2.444612 0.390 0.084 1.059
C -3.420409 0.018091 2.799374 -0.939 1.037 0.292
C -2.480015 -0.169467 3.976966 -0.343 -1.023 0.639
C -3.294566 -0.178250 5.300036 0.198 0.288 0.299
N -2.468499 -0.399894 6.581704 -0.254 0.874 -1.309
C -1.701120 -1.712401 6.395388 -0.579 1.957 1.489
C -1.219779 -1.959723 7.802317 -0.229 -2.511 -1.037
C -2.360757 -1.541340 8.691784 -1.372 0.124 0.328
C -3.238428 -0.610696 7.820130 -1.723 -1.506 -0.485
C -1.500497 0.712849 6.836973 0.272 -0.666 -0.369
H -5.229682 -0.769900 1.824506 0.402 -0.185 0.050
H -4.821505 -1.582615 3.360253 0.113 0.199 -0.562
H -3.792252 -1.888626 1.952404 -0.385 -0.192 -0.150
H -3.936837 0.949554 3.042269 -0.448 0.053 -0.410
H -2.844884 0.235885 1.915900 0.424 0.172 -0.383
H -1.704014 0.609949 3.974942 -0.282 -0.313 0.053
H -2.074620 -1.165293 3.835084 0.673 -0.087 0.256
H -4.023282 -0.998387 5.312808 0.195 0.193 -0.121
H -3.837743 0.764169 5.407463 0.067 -0.004 0.142
H -0.934687 -1.454423 5.723445 0.879 -0.389 -1.028
H -2.419818 -2.388582 6.006863 -0.316 -0.802 -0.335
H -0.308068 -1.418166 7.882391 0.757 0.241 0.766
H -1.022077 -3.051827 7.809017 0.203 0.793 0.520
H -2.084560 -0.957419 9.547236 0.549 0.045 0.583
H -2.987370 -2.374859 9.083883 0.627 0.433 -0.453
H -3.442702 0.317514 8.322828 -0.274 0.448 -0.116
H -4.201049 -1.102275 7.481519 0.941 0.563 0.702
H -1.027084 0.452965 7.771290 0.262 0.277 0.195
H -1.915804 1.726801 6.916890 -0.245 -0.555 -0.416
H -0.788323 0.567022 6.035143 0.401 0.829 -0.031
C -0.135643 -5.292687 -3.135566 -0.463 0.248 -0.859
C -1.367968 -5.334529 -2.267587 0.861 -0.636 0.933
C -0.879741 -5.379676 -0.825247 -1.254 -0.342 0.678
O -2.011140 -5.280004 -0.002340 -1.234 0.210 -0.732
C -1.996904 -4.633458 1.270371 0.592 -0.561 -0.585
N -2.216092 -4.136166 -2.407394 -1.376 0.796 0.795
H -3.137014 -4.155758 -1.881491 1.446 -0.495 -0.574
H -1.690387 -3.319619 -2.056046 0.269 0.432 -0.074
H -2.389108 -3.885472 -3.371998 -0.117 -0.080 -0.387
H 0.516837 -6.132038 -2.854968 -0.245 0.253 -0.326
H 0.369603 -4.340928 -2.981536 0.216 -0.071 -0.081
H -0.457010 -5.348955 -4.190231 0.554 -0.163 0.257
H -1.990010 -6.168340 -2.524404 -0.311 -0.613 0.103
H -0.146511 -4.611248 -0.686537 0.365 0.979 0.259
H -0.378436 -6.304518 -0.589250 0.329 -0.605 -0.295
H -1.205612 -5.072386 1.836990 0.672 0.189 0.523
H -2.896268 -4.936962 1.782003 -0.426 0.206 -0.030
H -1.912569 -3.551975 1.172860 0.038 0.070 0.088
C -4.145817 3.607886 0.184917 0.872 -1.309 -0.954
C -3.105256 3.504348 -0.988628 -1.623 -1.055 -0.618
C -3.803351 3.550423 -2.344088 -0.727 0.510 -0.375
O -2.839951 3.434107 -3.379459 -0.289 0.085 0.322
C -3.103813 4.237550 -4.540442 0.707 -0.811 0.602
N -2.155513 4.586327 -0.955302 0.192 1.262 1.158
H -1.309502 4.479279 -1.581100 -0.669 0.516 0.532
H -2.702513 5.457832 -1.095400 0.927 -0.303 -0.440
H -1.961768 4.654943 0.085721 0.982 0.414 -0.421
H -4.637584 4.564075 0.224071 -0.040 0.493 -0.004
H -3.748231 3.361528 1.169111 0.238 0.287 -0.172
H -4.896541 2.848385 -0.022582 -0.234 0.002 -0.051
H -2.506930 2.595013 -1.006931 -0.127 -0.263 0.530
H -4.348540 4.526715 -2.433473 0.347 -0.499 0.065
H -4.580507 2.771487 -2.426568 0.295 0.071 0.072
H -3.919141 3.839747 -5.119621 -0.663 -0.145 -0.141
H -2.198542 4.120840 -5.132157 0.041 0.575 -0.042
H -3.309159 5.256542 -4.228527 0.136 0.280 -0.255
C 0.113248 -0.490685 1.067063 -0.516 -0.423 1.173
C 0.040729 0.695865 0.131994 0.436 0.257 1.168
C 0.402161 1.969563 0.919770 -0.330 -1.922 -0.304
O 0.358061 3.047841 0.046570 0.842 0.646 -0.384
C 1.162251 4.178696 0.485108 -0.774 0.016 0.888
N 1.030066 0.550255 -0.970780 -1.162 0.492 0.153
H 0.630795 -0.192063 -1.579044 0.665 0.149 -0.395
H 1.071933 1.491094 -1.394556 0.105 -0.363 -0.355
H 1.958084 0.335632 -0.601056 0.645 -0.340 -0.195
H 1.110316 -0.797886 1.393233 0.134 0.295 -0.319
H -0.392348 -1.337902 0.669064 -0.093 -0.949 -0.829
H -0.460219 -0.389164 2.011915 0.326 0.710 -0.445
H -0.921609 0.725806 -0.365024 -0.328 0.286 0.077
H 1.372171 1.665948 1.386313 -0.176 1.070 -0.276
H -0.349632 2.019440 1.700432 -0.098 0.449 0.441
H 0.738234 5.103786 0.111125 -0.435 -0.098 -0.040
H 2.171633 4.176322 0.098366 0.376 -0.618 0.043
H 1.099881 4.173272 1.590839 0.401 0.304 -0.579
C 4.332871 -2.003113 3.097672 -0.135 -0.229 -0.287
C 4.425732 -3.143418 2.079283 -0.613 0.180 1.118
C 3.589273 -3.038063 0.842801 -1.545 0.605 1.279
O 3.714052 -4.338123 0.386468 -0.961 -1.247 -1.767
C 3.039995 -4.598293 -0.853280 0.155 1.057 -0.037
N 5.827699 -3.232602 1.573055 0.267 -1.037 -0.159
H 6.036465 -2.282996 1.246380 0.572 0.642 0.009
H 6.452947 -3.614493 2.284370 0.111 0.536 -0.063
H 5.904382 -3.854419 0.756344 -0.363 0.059 0.272
H 3.830535 -1.168159 2.627548 0.015 0.138 0.132
H 5.362358 -1.652409 3.298112 -0.660 -0.094 0.639
H 3.704090 -2.296293 3.962599 0.965 0.113 -0.306
H 4.135151 -4.104015 2.523813 0.424 0.217 -0.002
H 3.911203 -2.230538 0.196824 0.387 -0.208 -0.632
H 2.526550 -2.776344 1.105874 0.780 -0.398 -0.051
H 2.758980 -5.640321 -0.955705 0.036 -0.088 0.328
H 3.732453 -4.323781 -1.627146 0.367 -0.141 -0.767
H 2.176392 -3.926969 -1.030596 0.102 -0.399 0.531
Cl -0.377354 -1.817626 -2.787373 0.101 0.385 0.206
C 2.531815 4.379403 -3.425032 2.346 -0.258 1.491
F 3.330548 5.060640 -2.547352 -0.917 0.310 -0.705
F 3.326918 4.117348 -4.483084 -0.805 0.393 -0.299
F 2.415096 3.169274 -2.794266 -0.982 -0.227 -0.242
S 0.903495 5.209689 -3.760710 1.764 -1.231 0.029
O 0.382672 4.290509 -4.745658 -0.699 -0.278 -0.467
O 0.315776 5.141290 -2.457113 -1.292 -0.422 1.208
O 1.284072 6.500935 -4.173696 0.107 1.339 -0.868
C -1.719278 4.112824 3.885639 0.454 -2.149 1.499
F -0.373180 3.984489 3.788131 -0.557 0.711 0.013
F -2.171936 2.863872 3.512561 -0.227 0.528 -0.506
F -2.019944 4.132013 5.227145 0.263 0.673 -1.102
S -2.467296 5.470590 2.888780 0.419 -0.804 1.192
O -3.868498 5.120977 2.964826 0.441 0.560 -0.296
O -1.960973 6.610800 3.596477 -0.497 0.078 -0.565
O -1.819956 5.182845 1.606342 -0.182 0.262 -0.152
C 5.574389 1.874444 0.249528 0.952 2.179 -0.115
F 4.925157 3.078174 0.096672 -0.380 -1.858 -0.225
F 6.384394 1.725697 -0.787701 0.065 -0.035 -0.554
F 6.348667 2.098211 1.327000 -0.427 -0.897 -0.035
S 4.618059 0.300397 0.443238 1.468 -0.965 0.154
O 5.760430 -0.661823 0.569392 -1.691 1.282 -0.207
O 3.868181 0.583554 1.617907 -0.658 0.291 1.379
O 3.727897 -0.000207 -0.669145 0.628 0.304 -0.601
C 0.990459 -3.767282 3.852794 3.046 -0.433 -0.090
F 1.271619 -2.455126 3.889076 -1.089 0.586 -0.105
F 1.251830 -4.169930 2.577739 -0.955 0.159 0.150
F 2.091444 -4.281300 4.534527 -1.543 -0.303 0.128
S -0.697452 -4.270800 4.466843 0.257 -0.264 -1.095
O -0.614868 -4.110760 5.871337 0.437 0.176 1.681
O -1.560602 -3.313686 3.818826 -0.198 0.582 -0.522
O -0.802063 -5.605189 3.978497 0.109 -0.748 -0.213

No. 2
18
Properties=species:S:1:pos:R:3:forces:R:3 method="wB97M-V/def2-TZVPD" orbital_gap_ev=11.0 smiles="C=[N+]=C(C)CC=C=[NH2+]" relative_energy_kcal_mol=33.0 total_charge=+2 e_tot_ev=-9343.4326 e_homo_ev=-19.5 lumo_energy_ha=-0.314
C -1.277231 0.317468 -0.407035 -1.497 -0.636 -0.281
C -0.342348 0.812089 0.740758 -0.640 0.628 -2.446
C -2.376092 -0.357769 -0.089485 1.560 -0.728 -0.726
C 1.755828 -1.815892 -0.280161 0.608 -1.995 -0.615
C 1.088099 0.556114 0.142638 -0.484 -0.534 2.210
C 2.132230 1.583356 -0.143221 -0.027 -0.845 -1.258
N 1.325653 -0.688503 -0.000293 0.157 1.662 -0.574
N -3.348196 -1.118348 0.241551 -1.659 5.918 -0.087
H -1.025365 0.579490 -1.513791 -0.873 -0.399 2.052
H -0.759289 1.821909 0.997516 1.439 -0.411 -0.431
H 2.264941 -2.404299 0.504897 -0.283 0.318 -0.224
H 1.666150 -2.341364 -1.288950 -0.125 1.116 1.144
H -0.504109 0.218441 1.599132 0.129 -0.790 0.998
H 1.762906 1.970761 -1.091980 -0.297 1.047 -0.042
H 3.016847 1.076578 -0.554682 0.146 0.161 0.902
H 2.318491 2.366728 0.609746 -0.296 -0.498 -0.341
H -4.261270 -0.485928 0.427649 2.004 -2.418 -0.280
H -3.437249 -2.090837 0.105710 0.137 -1.597 -0.004

No. 3
8
Properties=species:S:1:pos:R:3:forces:R:3 method="wB97M-V/def2-TZVPD" orbital_gap_ev=10.7 smiles=C1CN1 relative_energy_kcal_mol=21.9 e_tot_ev=-3643.5635 e_homo_ev=-9.5 lumo_energy_ha=0.047
C 0.779086 -0.134500 -0.065852 0.030 0.451 -0.556
C -0.670782 -0.366467 -0.029450 -0.205 -0.667 -0.385
H 1.144146 -0.491060 -1.036498 0.875 0.369 0.765
H 1.396413 -0.100545 0.853736 -0.435 -0.299 -0.905
H -1.067954 -0.588051 0.928841 -0.728 -0.204 0.555
H -1.086022 -0.875402 -0.915023 -0.076 0.214 0.752
H -0.297016 1.589019 0.558389 0.283 -1.183 -1.300
N -0.197873 0.967009 -0.294142 0.258 1.317 1.073

No. 4
7
Properties=species:S:1:pos:R:3:forces:R:3 method="wB97M-V/def2-TZVPD" orbital_gap_ev=10.1 relative_energy_kcal_mol=55.0 e_tot_ev=-40821.1280 e_homo_ev=-11.4 lumo_energy_ha=-0.050
C -0.362903 -0.398255 0.436868 -0.072 0.096 0.076
F -0.086684 0.663594 -2.366287 0.789 0.855 3.977
F 1.863841 0.516049 -0.377339 -0.624 0.560 0.103
P 0.415464 1.151418 -0.224424 -0.214 -1.889 -3.938
Cl -2.119779 -0.341861 0.432537 0.248 0.078 -0.074
Cl 0.300670 -0.260050 2.112553 -0.101 -0.065 -0.208
H -0.010609 -1.330896 -0.013908 -0.027 0.365 0.063

No. 5
47
Properties=species:S:1:pos:R:3:forces:R:3 method="wB97M-V/def2-TZVPD" orbital_gap_ev=9.3 smiles="Cc1csc(CNC(=O)C[C@H]2C(=O)NCCN2Cc2ccc(F)cc2Cl)n1" e_tot_ev=-55122.7694 e_homo_ev=-8.8 lumo_energy_ha=0.021
C 4.039114 -0.761616 -1.152634 -0.002 0.030 0.057
C 3.334733 0.489947 -0.762871 0.256 0.398 -0.560
C 3.338298 1.666276 -1.444615 -0.098 0.119 0.234
S 2.411152 2.862295 -0.621852 0.092 -0.715 0.341
C 2.077261 1.670833 0.609752 0.081 0.801 -0.552
N 2.612682 0.522647 0.392183 -0.119 -0.425 0.661
C 1.262775 1.988250 1.818059 -0.146 0.233 0.300
N 0.670731 0.791586 2.363658 0.454 0.051 -0.109
C -0.668097 0.631048 2.448841 -0.085 -0.470 0.366
O -1.452835 1.535653 2.255596 -0.345 0.303 -0.041
C -1.107262 -0.773549 2.819739 0.001 0.044 -0.128
H -2.155554 -0.720422 3.113760 0.052 0.062 0.001
H -0.528384 -1.154901 3.660883 -0.020 -0.029 0.076
C -0.936795 -1.730488 1.606731 0.179 0.065 0.338
N -1.253111 -1.038763 0.361865 -0.069 -0.116 -0.070
C -2.485292 -1.448678 -0.277125 -0.308 0.084 0.002
C -3.549812 -1.699401 0.781782 0.164 0.282 -0.306
N -3.102433 -2.798210 1.605794 -0.503 -0.186 -0.001
C -1.802814 -2.950110 1.923415 0.282 -0.018 -0.074
O -1.364537 -3.931994 2.484251 0.223 -0.189 0.200
H -3.724944 -3.564148 1.813184 0.140 0.015 0.041
H -4.500837 -1.959281 0.316169 0.075 0.015 0.051
H -3.684536 -0.791084 1.379801 -0.099 -0.006 -0.086
H -2.800863 -0.652447 -0.956310 -0.046 -0.061 -0.019
H -2.348431 -2.373940 -0.869263 -0.043 0.112 0.039
C -0.166194 -0.942940 -0.587664 0.128 -0.154 -0.073
C -0.254557 0.305444 -1.428280 0.111 -0.109 -0.128
C -0.945745 1.425096 -0.978651 0.050 -0.002 -0.168
C -0.995476 2.591315 -1.719532 0.037 0.107 -0.236
C -0.337477 2.635109 -2.934615 -0.015 -0.266 0.134
C 0.360869 1.546349 -3.421402 -0.099 0.207 -0.007
C 0.393836 0.391335 -2.657550 -0.254 0.341 0.168
Cl 1.277744 -0.958036 -3.278693 0.148 -0.206 -0.165
H 0.867501 1.602508 -4.371273 0.045 0.003 -0.093
F -0.370502 3.762942 -3.669883 0.009 -0.014 0.018
H -1.528755 3.457058 -1.362146 -0.068 0.122 0.024
H -1.444236 1.375689 -0.024033 -0.083 -0.012 0.117
H 0.784303 -0.899812 -0.045622 -0.085 -0.103 -0.040
H -0.131190 -1.824666 -1.251779 0.017 0.091 0.135
H 0.101723 -2.078634 1.584078 -0.200 -0.054 -0.041
H 1.282882 -0.006144 2.432586 -0.099 -0.067 -0.004
H 1.904962 2.467980 2.570440 -0.132 0.002 -0.142
H 0.450283 2.676692 1.569387 0.118 -0.066 0.086
H 3.827321 1.900551 -2.367609 0.133 -0.018 -0.250
H 3.332101 -1.587118 -1.203444 -0.001 -0.081 -0.038
H 4.791794 -1.009570 -0.405795 0.075 -0.047 0.014
H 4.518604 -0.640648 -2.119310 0.050 -0.075 -0.075

No. 6
13
Properties=species:S:1:pos:R:3:forces:R:3 method="wB97M-V/def2-TZVPD" orbital_gap_ev=10.0 relative_energy_kcal_mol=96.2 e_tot_ev=-6320.9943 e_homo_ev=-9.0 lumo_energy_ha=0.038
O -1.415649 0.871233 1.488976 0.284 -0.085 -0.191
C -0.728728 0.806814 0.350845 0.364 -0.047 -0.407
C 0.966222 -0.098135 0.635985 -0.311 0.178 0.056
C 0.620029 -0.544941 -0.799070 0.007 -0.005 -0.078
C -0.894398 -0.280398 -0.714490 -0.046 0.000 0.074
H -0.172391 0.461340 1.481617 0.070 -0.147 0.144
H -0.339802 1.752034 -0.077941 -0.124 -0.194 0.136
H 0.937603 -0.940516 1.346045 -0.018 0.216 -0.139
H 1.867209 0.509092 0.777843 -0.290 -0.156 -0.027
H 0.904324 -1.573772 -1.047399 -0.066 0.247 0.086
H 1.092474 0.121538 -1.530482 -0.109 -0.131 0.163
H -1.435512 -1.128695 -0.279852 0.121 0.165 -0.057
H -1.401380 0.044406 -1.632078 0.116 -0.039 0.240